C4H8NO3 | wB97M-V/def2-TZVPD

```
16
Properties=species:S:1:pos:R:3:forces:R:3
C -1.372950 0.770925 2.681587 0.6 -0.2 -0.3
C -0.175353 0.060597 2.065371 0.5 0.3 0.2
O 0.441940 -0.760826 2.731709 -0.1 -0.1 -0.1
N 0.222236 0.496338 0.858450 -0.4 0.4 -0.4
H 0.974457 0.064625 0.346355 0.0 -0.3 0.3
H -0.410033 0.980633 0.234014 0.0 -0.1 -0.1
H -1.991257 1.298051 1.958959 -0.2 -0.2 0.0
H -0.956340 1.514481 3.361366 -0.1 -0.1 0.2
H -1.880164 -0.012370 3.236305 -0.4 0.3 0.1
C 1.308799 -0.929326 -2.303292 -0.3 0.9 0.2
C 0.000668 -0.214776 -2.782448 0.1 -0.3 0.6
O -0.516153 0.614713 -1.990358 0.1 0.2 0.1
O -0.432989 -0.628008 -3.869672 0.0 0.1 -0.2
H 1.968713 -0.989280 -3.167085 0.0 -0.6 0.1
H 0.980629 -1.866348 -1.857341 0.3 -0.4 -0.4
H 1.837791 -0.399432 -1.503921 -0.1 0.2 -0.1
```
Positions in Å, forces in eV/Å.

Calculated values
* charge: -1
* frontier orbital gap: 7.97 eV
* energy relative to the best compared isomer or geometry (same formula, charge and spin): 11.8 kcal/mol
* largest force on an atom: 1.0 eV/Å
* DFT total energy: -11912.7832 eV


C4H8NO5 | wB97M-V/def2-TZVPD

```
18
Properties=species:S:1:pos:R:3:forces:R:3
O -0.528186 1.504907 1.143171 3.0 0.0 0.0
O 0.708590 1.493565 1.141746 -3.0 0.0 0.0
C -3.140113 -2.777874 1.770818 -0.2 0.3 0.6
C -2.378416 -2.976871 0.468900 0.2 0.4 0.0
C -3.204563 -2.520171 -0.724214 -0.2 0.4 -0.5
C -1.065017 -2.275573 0.509235 0.0 0.1 0.0
O -2.001703 -4.357378 0.316019 -2.2 -1.5 -0.1
N -3.348713 -5.212445 0.260613 1.5 0.2 0.0
O -3.755535 -5.386251 -0.860099 0.4 0.0 1.9
O -3.705638 -5.607401 1.342846 0.3 0.4 -1.9
H -3.321626 -1.712247 1.968208 0.1 -0.2 -0.2
H -4.109931 -3.288040 1.742214 0.2 0.2 0.1
H -2.559698 -3.167381 2.614192 -0.1 0.0 -0.2
H -3.390775 -1.437853 -0.689934 0.1 -0.3 0.2
H -2.670130 -2.725638 -1.657988 -0.1 -0.1 0.2
H -4.174397 -3.030597 -0.751042 0.2 0.2 0.0
H -1.053007 -1.200349 0.624481 0.0 -0.1 0.0
H -0.141991 -2.830182 0.429695 0.0 0.0 0.0
```
Positions in Å, forces in eV/Å.

Calculated values
* spin multiplicity: 4
* frontier orbital gap (alpha / beta): 8.57 / 9.89 eV
* energy relative to the best compared isomer or geometry (same formula, charge and spin): 0.0 kcal/mol
* largest force on an atom: 3.0 eV/Å
* DFT total energy: -15995.3418 eV


C4H8NOP | wB97M-V/def2-TZVPD

```
15
Properties=species:S:1:pos:R:3:forces:R:3
C -0.655311 -1.039186 0.630015 1.4 -0.6 -2.8
C -1.173510 0.143596 0.447150 -0.1 0.5 1.4
C 0.398693 -1.845494 -0.197100 -0.7 -1.4 2.8
C 1.285548 -0.987943 -0.972580 -0.5 0.7 -2.5
N 0.083859 2.575796 0.567880 0.8 -0.1 0.6
O -1.355447 1.974497 -1.513881 0.3 -0.1 -0.8
P -0.385743 1.347036 -0.589054 0.0 1.5 0.8
H -1.046832 -1.707791 1.270957 -1.8 -1.9 2.5
H -1.983985 0.433656 1.138533 0.4 0.2 -0.6
H 0.873656 -2.477703 0.722976 -0.3 1.4 -2.3
H -0.198583 -2.658506 -0.737131 0.9 1.3 0.3
H 2.161437 -0.561244 -0.523228 0.2 0.0 0.1
H 1.287527 -1.068615 -2.123100 0.0 0.2 2.1
H 0.703352 2.227863 1.334209 -0.8 0.7 -1.0
H 0.005338 3.644040 0.544354 0.1 -2.6 -0.5
```
Positions in Å, forces in eV/Å.

Calculated values
* frontier orbital gap (alpha / beta): 7.77 / 7.88 eV
* energy relative to the best compared isomer or geometry (same formula, charge and spin): 75.4 kcal/mol
* largest force on an atom: 3.6 eV/Å
* DFT total energy: -17101.0523 eV


C4H8NOS | wB97M-V/def2-TZVPD

```
15
Properties=species:S:1:pos:R:3:forces:R:3
O -0.428903 2.153859 -1.806943 -0.1 0.0 0.1
C -0.391311 1.051528 -1.263732 0.2 0.3 0.0
N 0.020906 0.875688 0.004269 -0.1 -0.5 0.2
C 0.243882 -0.421960 0.659048 -0.4 -0.2 0.1
C 0.620722 -0.269694 2.127638 0.5 -0.7 0.0
S 1.585827 -1.731436 2.692914 0.0 0.2 -0.1
C -0.753718 -0.198476 -2.031274 0.0 0.0 0.1
H 0.362609 1.675438 0.511483 -0.1 0.2 -0.2
H -0.665198 -1.026841 0.618581 -0.1 0.0 -0.1
H 1.008164 -1.000845 0.139773 0.2 0.2 0.0
H 1.186460 0.660945 2.252812 0.0 0.0 0.1
H -0.272339 -0.264608 2.747735 -0.2 0.5 -0.1
H -0.938398 0.109197 -3.055514 0.1 -0.1 -0.1
H -1.640458 -0.694558 -1.636587 0.0 0.1 0.1
H 0.061753 -0.918241 -1.960196 0.0 0.0 -0.2
```
Positions in Å, forces in eV/Å.

Calculated values
* charge: -1
* frontier orbital gap: 6.24 eV
* energy relative to the best compared isomer or geometry (same formula, charge and spin): 3.2 kcal/mol
* largest force on an atom: 0.9 eV/Å
* DFT total energy: -18652.0718 eV


C4H8NOS | wB97M-V/def2-TZVPD

```
15
Properties=species:S:1:pos:R:3:forces:R:3
C -0.679854 -1.973266 0.016205 -2.3 -2.5 3.2
C 0.307205 0.188630 0.099424 -3.9 1.9 3.4
C 1.048064 -1.399993 -1.493053 -3.8 0.9 -3.3
C -0.648388 2.524959 1.398619 -0.1 0.7 -1.4
N 0.141785 -1.189202 -0.394026 4.0 4.0 -1.5
O 0.993436 0.968676 -0.420503 1.0 0.1 -0.5
S -1.036185 0.820972 1.582283 1.3 -2.4 -2.3
H -0.497700 -2.994094 -0.256303 -1.0 -0.6 -0.3
H -1.298304 -1.587058 0.826752 -0.5 -0.6 -0.2
H 0.953205 -0.425553 -2.028067 0.3 -0.8 0.0
H 0.469165 -2.085574 -2.174059 1.8 -0.1 0.7
H 2.040986 -1.427010 -1.236920 2.3 -1.1 0.7
H -0.305390 2.692462 0.331807 0.1 0.1 1.6
H 0.018015 2.698930 2.209891 1.1 0.8 0.0
H -1.506041 3.187120 1.537951 -0.3 -0.5 0.0
```
Positions in Å, forces in eV/Å.

Calculated values
* charge: +1
* frontier orbital gap: 7.75 eV
* energy relative to the best compared isomer or geometry (same formula, charge and spin): 54.0 kcal/mol
* largest force on an atom: 5.9 eV/Å
* DFT total energy: -18640.9071 eV


C4H8NPS | wB97M-V/def2-TZVPD

```
15
Properties=species:S:1:pos:R:3:forces:R:3
C -0.326140 -1.361942 0.827506 -0.7 -1.3 -0.2
C 1.689134 0.609919 0.222685 -0.9 1.1 0.2
C 1.857191 -0.909936 -0.285493 -1.7 2.9 -2.5
C -2.525174 0.600656 0.132926 0.5 -2.5 -1.6
N 0.261205 1.103705 0.228627 1.8 -0.7 0.0
P -0.770504 -0.029843 -0.144671 -1.8 3.9 2.2
S 1.284499 -1.710960 1.099249 0.0 -3.0 2.9
H 2.158971 0.821322 1.271412 -0.7 -1.0 -1.6
H 2.199558 1.298132 -0.420243 0.6 0.2 -0.7
H 0.969485 -1.234629 -1.048188 2.8 1.1 0.9
H 2.840506 -1.033079 -0.747485 -0.1 -0.7 0.6
H -2.766806 1.583459 -0.202602 0.7 0.7 -1.3
H -3.032535 0.683799 1.062948 0.4 -1.0 1.4
H -3.018664 -0.200013 -0.501259 -0.3 1.2 0.7
H -0.820726 -0.220589 -1.495407 -0.4 -1.0 -1.0
```
Positions in Å, forces in eV/Å.

Calculated values
* spin multiplicity: 3
* frontier orbital gap (alpha / beta): 7.95 / 6.56 eV
* energy relative to the best compared isomer or geometry (same formula, charge and spin): 51.5 kcal/mol
* largest force on an atom: 4.8 eV/Å
* DFT total energy: -25885.4990 eV